This record from OMol25 describes C24H23N3O4S as an isolated structure in a non-equilibrium geometry. The level of theory is ωB97M-V/def2-TZVPD.

Geometry (Å):
C: -3.22675 0.26658 3.89208
C: -1.95793 0.92412 3.14093
C: -2.00645 1.29006 1.75606
C: -0.96514 1.78306 1.20799
C: 0.31260 2.00434 2.01652
C: 0.28617 1.42973 3.26141
C: -0.92258 0.86786 3.95251
H: -0.48536 0.59533 4.92221
H: 1.41688 1.50093 3.73413
H: 1.09755 2.31869 1.37253
C: -1.12707 1.86677 -0.33150
O: -2.16857 2.12255 -0.65519
N: -0.04893 2.23300 -0.84586
H: 0.80729 1.71249 -0.68921
C: -0.02580 2.03754 -2.37573
C: 0.49752 0.66784 -2.79365
O: 1.52808 0.49815 -2.20934
O: -0.07317 0.03459 -3.75416
C: 0.62980 -1.22303 -4.13791
C: 0.53691 -2.09549 -2.76195
C: 1.64403 -2.96841 -2.40106
C: 1.58149 -3.77641 -1.21193
O: 2.46783 -4.53507 -0.95015
N: 0.61613 -3.19358 -0.27421
C: 0.11142 -2.17782 -0.64832
N: -0.27209 -1.58140 -1.85421
S: -1.31197 -1.55164 0.80723
C: -0.24902 -2.76533 1.65783
C: -0.68418 -2.94806 3.18038
C: 0.16890 -3.71929 3.81496
C: 1.36145 -4.47606 3.11516
C: 1.60156 -4.23842 1.90693
C: 0.68072 -3.39786 1.06954
H: 2.25150 -4.72830 1.42677
H: 1.86588 -5.09721 3.80713
H: 0.14755 -3.99187 4.71244
H: -1.20363 -2.26765 3.65827
H: 2.04732 -3.35473 -3.30472
H: -0.18772 -1.77245 -4.71311
H: 1.48357 -1.40295 -4.53378
H: -1.36549 1.95206 -2.76886
C: 0.27945 3.02822 -3.15913
C: -0.51893 4.37541 -2.84369
H: -0.14067 5.36270 -3.26770
H: -0.52658 4.52849 -1.81798
H: -1.46601 4.39341 -3.42621
C: 1.77044 3.67711 -2.58509
H: 2.21319 4.52545 -3.18540
H: 1.92898 3.90287 -1.61121
H: 2.48437 2.53443 -2.60644
H: 0.59373 3.02163 -4.23072
H: -2.94728 1.15123 1.36663
H: -3.78682 1.16691 3.94452
H: -3.00400 -0.05527 4.91729
H: -3.74016 -0.45526 3.30698

* frontier orbital gap: 7.884 eV
* energy above the lowest of the compared OMol25 structures with the same formula, charge and spin: 429.51 kcal/mol
* E_HOMO: -8.56 eV
* multiplicity: 1